(1)
Here is a cluster of 5 separate species, C42H80BrN8O3S2 in total from OMol25. Energies are from ωB97M-V/def2-TZVPD.

Atoms and positions in Å:
1 C 0.26967 2.98983 -0.19279
2 C -1.12780 2.25305 0.08911
3 C -1.09615 1.21708 1.32462
4 Br -2.59046 1.62601 2.61845
5 C -1.07426 -0.32218 0.90662
6 N -1.94809 -0.82852 -0.17451
7 C -3.29893 -0.26205 -0.34865
8 C -4.28367 -1.11974 0.61178
9 O -5.48212 -1.34441 0.31748
10 N -3.77891 -1.65568 1.90915
11 C -3.61461 -3.14000 1.84635
12 C -4.77629 -1.41324 3.00576
13 C -1.08079 -1.03641 -1.31703
14 N -1.23567 -1.63280 -2.48257
15 C -0.10580 -1.72784 -3.47345
16 C 1.02085 -2.79580 -3.07067
17 C 0.49007 -4.28974 -2.86659
18 S 1.99489 -5.40846 -2.76434
19 C -2.55722 -2.23115 -2.84070
20 C -3.12600 -3.32140 -1.82740
21 C -4.69977 -3.50234 -2.20294
22 O -2.54415 -4.64524 -1.99224
23 N 0.27303 -0.50086 -1.00505
24 C 0.38409 -0.87274 0.43489
25 S 0.09744 -2.74333 0.55320
26 C 1.66901 -0.45467 1.26866
27 C 3.01186 -1.22282 0.87939
28 C 4.05184 -1.35710 2.11467
29 C 3.51104 -2.33864 3.27210
30 C 4.12578 -1.84700 4.69394
31 C 4.49717 -3.04941 5.67743
32 C 3.35105 -3.44356 6.72395
33 C 2.88480 -2.26137 7.68897
34 C 1.50224 -2.60234 8.45815
35 O 0.34067 -2.34177 7.61750
36 C -0.10553 -3.53412 6.93824
37 H 1.16131 2.56491 0.36771
38 H 0.49009 2.84782 -1.31624
39 H 0.17272 4.12216 -0.05236
40 H -1.43584 1.66439 -0.85383
41 H -1.93991 3.05600 0.22612
42 H -0.14524 1.47619 1.91670
43 H -1.18498 -0.86030 1.91061
44 H -3.43325 0.81764 -0.01632
45 H -3.74879 -0.34929 -1.38524
46 H -4.53097 -3.54427 1.27065
47 H -2.66543 -3.47775 1.29916
48 H -3.65997 -3.63800 2.88020
49 H -5.51037 -2.30436 2.97952
50 H -4.25882 -1.50013 4.02994
51 H -5.36360 -0.44950 2.89183
52 H -0.48145 -2.01792 -4.52034
53 H 0.43550 -0.72182 -3.59333
54 H 1.59938 -2.41148 -2.15565
55 H 1.77117 -2.82412 -3.93385
56 H 0.01878 -4.34186 -1.82017
57 H -0.24634 -4.60652 -3.67201
58 H 3.07151 -4.51735 -2.73018
59 H -2.39242 -2.78299 -3.83820
60 H -3.30976 -1.40150 -3.10350
61 H -3.03855 -3.06109 -0.72676
62 H -5.34561 -3.72712 -1.29984
63 H -4.73094 -4.31889 -3.00760
64 H -5.07448 -2.55091 -2.73366
65 H -2.16800 -4.87814 -1.11371
66 H 0.44114 0.48097 -1.25504
67 H -0.27571 -2.88944 1.89685
68 H 1.83476 0.68157 1.17940
69 H 1.45626 -0.71088 2.37145
70 H 2.86813 -2.27851 0.48186
71 H 3.48449 -0.61561 0.01058
72 H 5.00970 -1.84527 1.71720
73 H 4.20927 -0.30743 2.52037
74 H 3.89945 -3.40968 3.13315
75 H 2.37427 -2.35022 3.35597
76 H 3.48723 -1.05028 5.19414
77 H 5.11778 -1.32769 4.41719
78 H 5.40577 -2.72227 6.30415
79 H 4.81212 -4.01066 5.14513
80 H 3.79598 -4.25955 7.39906
81 H 2.47948 -3.94040 6.17201
82 H 3.65740 -2.08673 8.52432
83 H 2.70989 -1.26291 7.16974
84 H 1.50837 -3.64994 8.90605
85 H 1.40285 -1.87793 9.34725
86 H -1.24153 -3.59854 6.85866
87 H 0.26021 -4.50911 7.39382
88 H 0.27854 -3.46365 5.85167
89 C 7.01951 2.63398 -2.54249
90 C 7.31321 1.40444 -1.69054
91 C 6.07224 0.54192 -1.44284
92 C 5.03163 1.34063 -0.71601
93 N 4.21028 1.98345 -0.14296
94 H 6.31094 3.30545 -2.05030
95 H 7.93615 3.20153 -2.71720
96 H 6.60532 2.34850 -3.51466
97 H 7.73822 1.72928 -0.73308
98 H 8.07427 0.79846 -2.19070
99 H 6.33582 -0.33127 -0.84057
100 H 5.65409 0.18782 -2.38945
101 C -7.08539 0.95673 -0.41364
102 C -8.41034 1.69455 -0.57212
103 C -8.61960 2.24314 -1.98537
104 C -7.52990 3.21775 -2.32069
105 N -6.67610 3.98082 -2.58353
106 H -6.23279 1.62109 -0.58228
107 H -6.99092 0.55865 0.59821
108 H -7.01525 0.12126 -1.11509
109 H -8.44937 2.51339 0.15301
110 H -9.22934 1.01178 -0.32979
111 H -9.58488 2.75055 -2.05336
112 H -8.61118 1.43194 -2.71805
113 C -7.68620 4.87109 -5.78873
114 C -8.01263 4.42664 -7.21048
115 C -9.43856 4.78702 -7.63271
116 C -10.42364 4.11416 -6.72350
117 N -11.19303 3.58733 -6.00942
118 H -8.32533 4.37531 -5.05470
119 H -6.65279 4.61982 -5.54016
120 H -7.80946 5.95244 -5.67803
121 H -7.86598 3.34458 -7.28676
122 H -7.30635 4.89591 -7.90133
123 H -9.62116 4.46128 -8.65957
124 H -9.59118 5.86845 -7.58821
125 C 12.33194 4.60932 -0.85241
126 C 11.15524 5.47439 -1.29191
127 C 10.00057 5.46471 -0.28696
128 C 9.47955 4.06844 -0.12041
129 N 9.07291 2.97408 0.00966
130 H 12.04907 3.55708 -0.76783
131 H 13.14124 4.66961 -1.58351
132 H 12.72184 4.93992 0.11469
133 H 10.80131 5.12331 -2.26629
134 H 11.50087 6.50295 -1.42715
135 H 9.18993 6.10732 -0.63896
136 H 10.33312 5.84003 0.68428

Gap between HOMO and LUMO in eV: 8.018
HOMO in eV: -11.08
Total charge: +1
E_LUMO in hartree: -0.1124

(2)
Here is the molecule C4H5NO2 from OMol25. Energies are from ωB97M-V/def2-TZVPD.

Atoms and positions in Å:
1 C -2.04663 0.53847 -0.03010
2 C -1.08194 0.29572 -0.92191
3 N 0.28731 0.51297 -0.70625
4 C 0.91497 -0.22184 0.11402
5 O 0.43518 -1.25420 0.83426
6 C 2.39053 -0.00976 0.37515
7 O 2.98454 0.96374 -0.00461
8 H -3.09104 0.42280 -0.29973
9 H -1.81899 0.93247 0.95802
10 H -1.32387 -0.03594 -1.93192
11 H -0.52216 -1.31979 0.66238
12 H 2.87211 -0.82463 0.95068

Gap between HOMO and LUMO in eV: 9.513
HOMO in eV: -9.64
E_LUMO in hartree: -0.0047
Energy above the lowest of the compared OMol25 structures with the same formula, charge and spin in kcal/mol: 40.2

(3)
Here is a structure of composition C27H52P2PrSi from OMol25. Energies are from ωB97M-V/def2-TZVPD.

Atoms and positions in Å:
1 Pr 1.37331 -0.49216 0.27803
2 C 2.69276 0.16043 2.60719
3 C 1.60812 -0.66153 3.03697
4 C 3.10901 -1.99239 1.89222
5 C 3.62708 -0.66506 1.91412
6 C 1.85104 -1.99108 2.56934
7 C 2.89818 1.59138 2.94092
8 H 1.94718 2.11030 3.09926
9 H 3.42759 2.11452 2.13589
10 H 3.49873 1.71657 3.85515
11 C 4.95418 -0.25537 1.39268
12 H 5.17057 0.79189 1.64045
13 H 5.01953 -0.34651 0.29666
14 H 5.75731 -0.88633 1.81046
15 C 3.83458 -3.17881 1.37585
16 H 4.83379 -3.26005 1.83476
17 H 3.98452 -3.12969 0.28869
18 H 3.28134 -4.10114 1.58500
19 C 1.06263 -3.19944 2.91234
20 H 1.44050 -3.67352 3.83182
21 H 1.11945 -3.94935 2.11641
22 H 0.00803 -2.95943 3.07329
23 C 0.48541 -0.24457 3.91146
24 H 0.74240 -0.39886 4.97011
25 H -0.42624 -0.82249 3.71720
26 H 0.24806 0.81750 3.79378
27 C -3.46913 2.87683 -1.90660
28 C -3.41059 3.35364 -0.64347
29 C -4.57534 3.39828 0.30235
30 C -5.44731 2.11265 0.32548
31 C -4.66636 0.85248 0.18071
32 C -4.45733 0.17024 -0.96483
33 C -4.72844 0.67306 -2.34550
34 C -4.64471 2.20536 -2.55511
35 H -5.22773 4.25646 0.06591
36 H -6.27724 2.19589 -0.39214
37 H -4.20150 3.57498 1.32091
38 H -5.60283 2.67951 -2.29337
39 H -2.69261 3.15616 -2.63346
40 H -2.56923 3.99732 -0.34988
41 H -4.52661 2.36428 -3.64129
42 H -4.01783 0.20082 -3.05070
43 H -4.25211 -0.90657 -0.92191
44 H -5.73294 0.33749 -2.66563
45 H -5.92081 2.07369 1.32107
46 H -4.32401 0.44883 1.14272
47 P -0.24949 1.76321 0.06745
48 C -0.15110 2.96257 -1.27405
49 C -1.13895 2.43245 1.51178
50 P -1.33780 -1.32237 0.14300
51 C -1.50835 0.47694 -0.52888
52 C -2.61085 -1.52856 1.42495
53 C -1.98164 -2.42321 -1.15838
54 H 0.43567 2.53964 -2.10434
55 H 0.33926 3.87934 -0.92578
56 H -1.15289 3.19215 -1.63414
57 H -2.21856 2.51232 1.29906
58 H -0.73557 3.42700 1.76186
59 H -0.99497 1.77012 2.37862
60 H -2.83844 -1.98886 -1.68572
61 H -2.28127 -3.36758 -0.68081
62 H -1.18294 -2.64973 -1.87503
63 H -1.53833 0.46927 -1.63082
64 H -2.46177 0.90602 -0.19302
65 H -2.59563 -2.58174 1.74227
66 H -3.61589 -1.30394 1.05093
67 H -2.39343 -0.90880 2.30283
68 C 4.86163 -2.22274 -1.97402
69 Si 3.30388 -1.32845 -2.54952
70 C 3.63622 0.52893 -2.35501
71 C 3.10239 -1.71276 -4.37852
72 C 1.80739 -1.90891 -1.62178
73 H 5.66015 -2.06103 -2.71514
74 H 4.67314 -3.30349 -1.91146
75 H 5.24111 -1.88392 -1.00205
76 H 4.41967 0.79073 -3.08598
77 H 2.75195 1.14433 -2.58746
78 H 4.01808 0.83050 -1.36490
79 H 2.87585 -2.78069 -4.50323
80 H 2.27719 -1.13866 -4.82029
81 H 4.02003 -1.48907 -4.93863
82 H 0.86481 -1.92228 -2.20020
83 H 1.89507 -2.91491 -1.15892

Gap between HOMO and LUMO (alpha / beta) in eV: 7.185 / 7.261
HOMO (alpha / beta) in eV: -9.95 / -9.92
2S+1: 3
Total charge: +1
E_LUMO (alpha / beta) in hartree: -0.1017 / -0.0978

(4)
Here is a structure of composition C5H36N2O13 from OMol25. Energies are from ωB97M-V/def2-TZVPD.

Atoms and positions in Å:
1 N -0.62393 -0.94465 -0.01148
2 C 0.14521 -0.26001 -1.02765
3 C 0.76979 -1.17483 -2.05434
4 C 2.19890 -1.58036 -1.67732
5 C 3.25569 -0.56937 -2.04519
6 C -0.73426 0.77997 -1.72467
7 N -1.48542 1.58024 -0.93442
8 O -0.64368 1.12098 -2.90585
9 H -0.00597 -1.53636 0.53070
10 H -1.03877 -0.30064 0.64317
11 H 0.87585 0.40876 -0.58490
12 H 0.18554 -2.08639 -2.11503
13 H 0.74116 -0.80190 -3.07495
14 H 2.19228 -1.84835 -0.61531
15 H 2.49593 -2.51587 -2.15858
16 H 4.27480 -0.94207 -2.10650
17 H 3.01849 -0.09443 -3.00453
18 H 3.30318 0.32893 -1.42570
19 H -1.93931 2.34525 -1.39009
20 H -1.61330 1.57102 0.06701
21 H -3.30410 1.97018 2.04568
22 H -3.90454 0.80530 1.25244
23 O -3.25206 1.01216 1.94635
24 H -3.33247 -2.58661 -3.01345
25 H -2.53708 -1.56862 -2.25368
26 O -3.38982 -1.68811 -2.68472
27 H 2.42569 3.37000 -1.56420
28 H 3.72391 2.58995 -1.44434
29 O 3.28252 3.37642 -1.09982
30 H -4.35360 -0.32014 -0.74723
31 H -3.90119 0.69140 -1.66557
32 O -4.21331 0.63979 -0.75687
33 H 1.06995 -1.10314 4.16361
34 H 2.24229 -0.60158 3.33686
35 O 1.86621 -1.41366 3.70847
36 H -0.31155 1.44632 4.61774
37 H -1.16798 0.29079 4.23248
38 O -0.22213 0.52589 4.32590
39 H 2.13513 2.20751 -3.93463
40 H 0.87697 2.00879 -3.02906
41 O 1.66706 2.56146 -3.16457
42 H 1.35176 -2.46470 2.35778
43 H 1.49097 -3.73878 1.39187
44 O 1.29202 -2.80427 1.44429
45 H -2.39251 -0.65787 3.97054
46 H -1.92985 -0.23323 2.62237
47 O -1.57627 -0.46278 3.50247
48 H 2.54762 2.88489 0.48826
49 H 2.13937 3.34390 1.93920
50 O 2.25944 2.57442 1.37954
51 H -0.28706 0.86604 2.49621
52 H 0.58795 1.60232 1.44842
53 O -0.33912 1.32814 1.63130
54 H -2.00656 -4.14064 -0.47114
55 H -1.68083 -2.56686 -0.19663
56 O -2.22899 -3.22458 -0.66028

Gap between HOMO and LUMO in eV: 9.565
HOMO in eV: -9.47
E_LUMO in hartree: 0.0033
Energy above the lowest of the compared OMol25 structures with the same formula, charge and spin in kcal/mol: 109.4

Q: Which electronic energy values were calculated for the entries above? A: -5681.968448, -360.605304, -2548.944981, -1299.682033, in Ha.